{"formula": "C3H7NO", "method": "wB97M-V/def2-TZVPD", "species": ["C", "C", "N", "C", "O", "H", "H", "H", "H", "H", "H", "H"], "positions_angstrom": [[-1.21957, 0.56951, 0.83062], [-0.55631, -0.71065, 0.33323], [0.67624, -0.46917, -0.40941], [1.72171, 0.26519, 0.05259], [1.75528, 0.89475, 1.09263], [-2.09985, 0.32041, 1.43272], [-1.53707, 1.19658, -0.00870], [-0.51861, 1.13506, 1.44562], [-1.22915, -1.23862, -0.35063], [-0.35888, -1.38308, 1.17822], [0.84808, -1.02936, -1.22998], [2.57591, 0.24584, -0.65275]], "forces_ev_per_a": [[0.0, 0.0, 0.0], [-0.1, -0.1, 0.1], [0.1, 0.1, 0.0], [0.0, 0.1, 0.1], [0.0, -0.3, -0.3], [0.1, 0.0, -0.1], [0.0, -0.1, 0.1], [-0.2, -0.1, -0.1], [0.1, 0.0, 0.1], [0.0, 0.1, -0.1], [0.0, 0.1, 0.1], [-0.1, 0.0, 0.1]], "mulliken_charge": [-1.0208, -0.3596, -0.1504, 0.0162, -0.5539, 0.3252, 0.2822, 0.3125, 0.3354, 0.2491, 0.2297, 0.3344], "de_lowest_kcal_mol": 11.02, "e_homo_ev": -9.802, "smiles": "CCNC=O"}

---

{"formula": "C3H7NO", "method": "wB97M-V/def2-TZVPD", "species": ["C", "C", "C", "H", "H", "H", "H", "H", "H", "H", "N", "O"], "positions_angstrom": [[-1.19788, -0.74624, 0.13535], [0.44475, 0.86666, 0.12215], [1.69507, -0.03071, -0.05785], [-1.62202, -0.46352, 1.18001], [-0.56823, -1.64318, 0.24666], [-1.99975, -1.31035, -0.55102], [-1.31455, 0.87638, -1.03250], [0.09410, 0.99240, 1.12608], [0.76646, 1.89097, -0.24259], [2.75585, 0.54239, -0.02845], [-0.54171, 0.24966, -0.65632], [1.48791, -1.22447, -0.24151]], "forces_ev_per_a": [[-2.5, -3.4, -0.7], [2.4, 1.9, -1.3], [0.0, -0.8, 0.6], [0.5, -0.1, -1.7], [0.2, 0.8, 0.5], [1.0, 1.8, 1.6], [1.8, -0.6, 0.8], [0.4, 0.0, 1.2], [-0.6, -1.0, 0.2], [-1.8, -1.6, -0.1], [-3.4, 0.8, -1.3], [2.2, 2.3, 0.2]], "mulliken_charge": [-0.8432, -0.4880, 0.1637, 0.2651, 0.2925, 0.2992, 0.2835, 0.3092, 0.3226, 0.2383, -0.3888, -0.4542], "de_lowest_kcal_mol": 61.01, "e_homo_ev": -9.007, "smiles": "CNCC=O"}

---

{"formula": "C3H7NO", "method": "wB97M-V/def2-TZVPD", "species": ["O", "C", "H", "H", "C", "C", "N", "H", "H", "H", "H", "H"], "positions_angstrom": [[-2.60074, 0.42225, 0.01962], [-2.37451, -0.69544, 0.40755], [-2.93615, -1.14626, 1.24348], [-1.52621, -1.24105, -0.02532], [0.33620, 0.70774, -0.66588], [2.18933, -0.20369, 0.41003], [0.96068, -0.33159, 0.15834], [1.11266, 1.39545, -1.02162], [-0.38873, 1.24324, -0.07443], [-0.13678, 0.21499, -1.51085], [2.58714, -0.99661, 1.03262], [2.77711, 0.63098, 0.02645]], "forces_ev_per_a": [[-0.5, -0.2, 0.2], [0.4, 0.7, -0.1], [-0.1, -0.1, -0.1], [-0.1, -0.4, 0.1], [1.2, -0.4, 0.1], [-0.8, -0.5, 0.1], [-0.3, 0.4, -0.2], [-0.2, 0.2, -0.2], [-0.3, 0.1, 0.0], [-0.2, 0.2, 0.0], [0.7, 0.2, 0.0], [0.3, 0.0, 0.1]], "mulliken_charge": [-0.3996, -0.0708, 0.2655, 0.2121, -0.8278, -0.2475, -0.3073, 0.4173, 0.2587, 0.2392, 0.2522, 0.2081], "de_lowest_kcal_mol": 59.88, "e_homo_ev": -9.728, "smiles": "C=NC.C=O"}

---

{"formula": "C3H7NO", "method": "wB97M-V/def2-TZVPD", "species": ["C", "O", "N", "H", "H", "H", "C", "C", "H", "H", "H", "H"], "positions_angstrom": [[0.45007, -0.75458, -2.77501], [-0.09039, -0.11374, -0.02835], [0.05038, -1.54267, -1.89278], [-0.18992, -1.17438, -0.84183], [0.69333, -1.17036, -3.75527], [0.47112, 0.33434, -2.68864], [-0.06306, 0.95161, 1.45481], [-0.58638, 0.51038, 2.58248], [-0.95039, -0.50035, 2.68632], [0.25391, 1.96983, 1.26578], [0.77349, 0.30764, 0.59310], [-0.81217, 1.18228, 3.39940]], "forces_ev_per_a": [[-0.5, 0.3, -0.1], [2.2, 4.5, 5.3], [-0.5, -1.0, 1.8], [0.6, -1.1, -3.4], [0.1, 0.1, 0.0], [0.2, 0.1, 0.2], [-1.3, -0.6, -0.4], [-0.3, -0.2, -0.7], [0.1, -0.1, -0.1], [-0.1, 0.0, -0.4], [-0.9, -2.1, -2.3], [0.4, 0.1, 0.1]], "mulliken_charge": [-0.2052, -0.5076, -0.6625, 0.4472, 0.2632, 0.2138, -0.3094, -0.4484, 0.2704, 0.3450, 0.3424, 0.2512], "de_lowest_kcal_mol": 158.24, "e_homo_ev": [-8.441, -8.442]}

---

Table of largest force on an atom (eV Å⁻¹), in record order: 0.5, 4.3, 1.2, 7.3